1.
Entry from OMol25: C24H57AsF6NaO18P3 as an isolated structure at a distorted geometry (ωB97M-V/def2-TZVPD).

multiplicity	1
Kohn-Sham gap	10.83	eV
ΔE to the lowest compared entry with this formula, charge and spin	116.2	kJ/mol
net charge	0
highest occupied orbital energy	-0.3888	hartree
E	-172107.794	eV

XYZ file:
```
110
C24H57AsF6NaO18P3 ωB97M-V/def2-TZVPD
Na 0.147 0.160 0.366
As 1.376 3.478 2.252
F 0.874 1.995 1.497
F -0.103 3.353 3.132
F 1.893 4.986 3.024
F 2.801 3.458 1.338
F 0.502 4.320 1.033
F 2.198 2.621 3.403
C -3.891 -0.278 -0.756
O -4.325 0.598 0.288
C -3.366 1.258 0.901
O -2.180 1.162 0.668
O -3.964 2.004 1.843
C -3.233 3.075 2.425
H -2.942 -0.802 -0.502
H -3.698 0.346 -1.673
H -4.784 -0.933 -0.907
H -3.434 2.972 3.555
H -3.671 4.042 2.098
H -2.146 2.980 2.233
C -1.253 4.087 -1.497
O -2.400 4.561 -2.172
C -3.545 3.920 -2.043
O -3.663 2.768 -1.776
O -4.567 4.764 -2.370
C -5.860 4.214 -2.599
H -0.464 4.830 -1.642
H -0.925 3.160 -2.040
H -1.414 4.011 -0.421
H -6.655 4.606 -1.907
H -5.881 3.233 -2.587
H -6.162 4.491 -3.603
C 4.450 1.441 -5.137
C 4.363 0.764 -3.826
O 3.033 0.536 -3.355
P 2.618 0.912 -1.921
O 1.175 0.602 -1.617
O 3.639 -0.072 -1.171
C 3.882 0.195 0.283
C 5.222 -0.344 0.597
O 3.092 2.351 -1.548
C 2.131 3.454 -1.642
C 2.912 4.720 -1.797
H 4.078 2.449 -5.015
H 5.513 1.457 -5.398
H 3.905 0.974 -5.947
H 4.900 -0.169 -3.765
H 4.902 1.425 -3.187
H 3.742 1.279 0.478
H 3.074 -0.357 0.790
H 5.299 -1.444 0.370
H 6.103 0.181 0.157
H 5.389 -0.318 1.659
H 1.616 3.244 -2.549
H 1.434 3.261 -0.826
H 3.401 4.776 -2.766
H 2.279 5.637 -1.628
H 3.693 4.842 -1.057
C -0.217 0.311 5.686
C 0.188 -0.233 4.367
O -0.189 -1.621 4.104
P -0.063 -2.290 2.665
O 0.995 -1.653 1.820
O 0.001 -3.847 2.901
C 0.944 -4.494 3.696
C 2.363 -4.313 3.210
O -1.565 -2.055 2.088
C -2.588 -2.702 2.840
C -3.893 -2.009 2.587
H -1.302 0.265 5.811
H 0.244 -0.331 6.448
H 0.218 1.353 5.829
H -0.149 0.448 3.555
H 1.271 -0.131 4.288
H 0.860 -4.107 4.680
H 0.670 -5.557 3.693
H 2.507 -3.269 2.930
H 3.018 -4.527 4.055
H 2.600 -4.922 2.298
H -2.486 -3.823 2.561
H -2.162 -2.876 3.824
H -3.829 -0.973 2.808
H -3.906 -2.003 1.530
H -4.751 -2.528 3.008
C -1.947 -1.191 -4.827
C -1.301 -0.847 -3.444
O -0.387 -1.960 -3.222
P -0.515 -2.545 -1.738
O -0.746 -1.526 -0.661
O -1.672 -3.575 -1.861
C -2.369 -4.018 -0.692
C -1.505 -4.971 0.119
O 0.813 -3.378 -1.531
C 2.019 -2.688 -1.381
C 2.831 -3.491 -0.387
H -2.758 -1.938 -4.704
H -2.322 -0.315 -5.400
H -1.083 -1.713 -5.276
H -0.735 0.089 -3.463
H -1.934 -0.880 -2.594
H -2.601 -3.218 -0.013
H -3.295 -4.395 -1.116
H -1.135 -5.712 -0.578
H -0.656 -4.442 0.559
H -2.057 -5.357 0.994
H 2.470 -2.532 -2.388
H 1.838 -1.666 -1.045
H 2.597 -3.045 0.600
H 2.636 -4.540 -0.444
H 3.923 -3.496 -0.528
```

---

2.
Entry from OMol25: a 3-piece molecular cluster, C20H50BrN10O3P2 overall at a distorted geometry (ωB97M-V/def2-TZVPD).

multiplicity	1
Kohn-Sham gap	5.81	eV
net charge	+1
highest occupied orbital energy	-0.3452	hartree
E	-131197.902	eV

XYZ file:
```
86
C20H50BrN10O3P2 ωB97M-V/def2-TZVPD
C -3.399 1.182 -4.198
C -4.087 0.758 -5.546
C -4.020 1.845 -6.633
Br -5.737 1.872 -7.629
N -2.869 1.818 -7.527
N -2.518 2.974 -8.113
C -1.488 2.695 -8.914
C -0.965 3.865 -9.706
C -2.147 4.114 -10.758
C -3.064 5.412 -10.398
O -2.002 5.220 -11.556
N -1.132 1.420 -8.872
C -2.033 0.879 -7.992
N -2.073 -0.429 -7.670
H -3.273 0.253 -3.620
H -2.442 1.702 -4.353
H -4.093 1.845 -3.657
H -3.740 -0.237 -5.839
H -5.151 0.635 -5.291
H -3.994 2.818 -6.117
H -2.901 3.913 -8.031
H -0.914 4.787 -9.118
H -0.069 3.657 -10.303
H -2.671 3.227 -11.169
H -3.526 6.172 -11.058
H -3.971 4.713 -10.531
H -1.898 -0.792 -6.747
H -2.271 -1.089 -8.410
O -1.717 -0.477 -1.507
P -0.834 -0.462 -0.262
N 0.240 0.762 -0.813
C 1.668 0.845 -0.596
C -0.341 2.100 -0.763
N -0.209 -2.071 -0.519
C 0.851 -2.297 -1.491
C -1.270 -3.053 -0.746
N -0.119 -0.441 1.376
C 0.890 -1.377 1.840
C -1.183 -0.358 2.400
H 1.928 1.151 0.427
H 2.104 1.579 -1.278
H 2.181 -0.087 -0.819
H -0.326 2.504 0.259
H -1.379 2.085 -1.104
H 0.196 2.788 -1.419
H 0.665 -1.782 -2.443
H 0.966 -3.363 -1.698
H 1.821 -1.988 -1.099
H -1.639 -3.033 -1.777
H -2.120 -2.868 -0.083
H -0.905 -4.059 -0.527
H 0.520 -2.402 1.919
H 1.234 -1.072 2.834
H 1.779 -1.370 1.210
H -1.744 -1.296 2.472
H -1.890 0.439 2.143
H -0.771 -0.118 3.381
O 1.271 -1.338 5.686
P 1.906 -1.336 7.071
N 3.083 -0.130 6.736
C 4.445 -0.071 7.216
C 2.523 1.217 6.681
N 2.543 -2.955 6.931
C 3.763 -3.196 6.172
C 1.527 -3.920 6.506
N 2.303 -1.330 8.817
C 3.195 -2.283 9.454
C 1.068 -1.231 9.622
H 4.514 0.231 8.271
H 5.012 0.657 6.630
H 4.976 -1.011 7.089
H 2.353 1.620 7.690
H 1.568 1.218 6.152
H 3.183 1.897 6.139
H 3.766 -2.678 5.204
H 3.898 -4.264 5.986
H 4.647 -2.903 6.740
H 1.358 -3.893 5.424
H 0.572 -3.722 6.998
H 1.830 -4.932 6.785
H 2.803 -3.304 9.457
H 3.349 -1.981 10.494
H 4.183 -2.286 8.998
H 0.487 -2.160 9.584
H 0.435 -0.422 9.242
H 1.292 -0.999 10.665
```

---

3.
Entry from OMol25: C14H17CuF6N4O5S2 as an isolated structure (ωB97M-V/def2-TZVPD).

multiplicity	2
⟨S²⟩	0.753
Kohn-Sham gap (alpha / beta)	8.09 / 8.22	eV
ΔE to the lowest compared entry with this formula, charge and spin	19.4	kJ/mol
net charge	-1
highest occupied orbital energy (alpha / beta)	-0.2062 / -0.2111	hartree
E	-113610.902	eV

XYZ file:
```
49
C14H17CuF6N4O5S2 ωB97M-V/def2-TZVPD
Cu 0.694 -0.479 1.222
C 3.318 -8.193 1.070
C 3.084 -6.728 1.329
C 4.039 -5.952 1.971
C 3.811 -4.603 2.225
C 2.619 -4.030 1.826
C 1.649 -4.787 1.178
C 1.886 -6.126 0.936
S 2.315 -2.305 2.093
O 0.989 -2.171 2.698
O 3.427 -1.810 2.868
N 2.101 -1.681 0.660
C 3.176 -0.960 -0.020
C 2.729 0.475 -0.367
O 3.444 1.121 -1.125
O 1.624 0.871 0.155
H 4.356 -8.466 1.259
H 3.079 -8.454 0.038
H 2.688 -8.808 1.716
H 4.975 -6.403 2.279
H 4.549 -3.993 2.729
H 0.724 -4.315 0.867
H 1.133 -6.719 0.428
H 3.445 -1.462 -0.949
H 4.074 -0.882 0.598
N -1.185 1.525 -0.755
N -2.361 0.778 -0.654
C -2.454 -0.540 -0.494
N -3.733 -1.026 -0.453
S -1.142 -1.575 -0.385
H -0.765 1.565 0.176
H -0.528 1.012 -1.336
H -3.202 1.331 -0.642
H -4.464 -0.514 -0.919
H -3.799 -2.028 -0.484
C 0.087 0.746 4.283
C -0.986 0.949 3.209
O -0.540 0.772 1.934
C -2.150 -0.032 3.484
F -3.168 0.104 2.615
F -2.682 0.102 4.724
F -1.714 -1.296 3.386
C -1.495 2.407 3.298
F -2.452 2.682 2.394
F -2.009 2.715 4.513
F -0.487 3.263 3.077
H 0.448 -0.278 4.230
H -0.289 0.954 5.284
H 0.915 1.417 4.060
```

---

4.
Entry from OMol25: the molecule H4N2O2S at a distorted geometry (ωB97M-V/def2-TZVPD).

multiplicity	1
SMILES	NS(N)(=O)=O
Kohn-Sham gap	11.49	eV
ΔE to the lowest compared entry with this formula, charge and spin	102.4	kJ/mol
net charge	0
highest occupied orbital energy	-0.4023	hartree
E	-17974.084	eV

XYZ file:
```
9
H4N2O2S ωB97M-V/def2-TZVPD
N 0.510 -1.225 0.227
N -0.231 1.377 0.175
O -1.338 -0.338 -1.515
O -1.937 -0.354 0.869
S -0.939 -0.081 -0.162
H 0.724 -1.523 -0.650
H 0.051 -1.984 0.876
H -0.778 1.869 0.821
H 0.686 1.121 0.557
```

---

5.
Entry from OMol25: a 2-piece molecular cluster, C6H12N2 overall (ωB97M-V/def2-TZVPD).

multiplicity	1
SMILES	C=CN=C.C=NCC
Kohn-Sham gap	10.18	eV
ΔE to the lowest compared entry with this formula, charge and spin	236.2	kJ/mol
net charge	0
highest occupied orbital energy	-0.3355	hartree
E	-9394.402	eV

XYZ file:
```
20
C6H12N2 ωB97M-V/def2-TZVPD
C 2.518 0.721 0.960
C 2.081 0.554 -0.280
C 3.538 -1.209 1.667
N 3.620 0.038 1.511
H 2.175 1.531 1.597
H 2.537 -0.177 -0.935
H 1.241 1.126 -0.648
H 4.379 -1.769 2.067
H 2.634 -1.772 1.408
C -2.726 0.224 -2.182
C -2.774 0.124 -0.657
C -1.131 0.012 0.987
N -1.531 0.571 -0.066
H -3.579 -0.303 -2.609
H -2.714 1.256 -2.524
H -1.814 -0.265 -2.527
H -3.016 -0.915 -0.391
H -3.581 0.741 -0.258
H -1.616 -0.880 1.404
H -0.241 0.393 1.476
```

---

6.
Entry from OMol25: an isolated ion of composition C9H11ClNO and charge +1 at a distorted geometry (ωB97M-V/def2-TZVPD).

multiplicity	1
SMILES	CCC1=C(Cl)[N+](=O)[C@@H]2C=C[C@H]1C2
Kohn-Sham gap (alpha / beta)	7.49 / 7.49	eV
ΔE to the lowest compared entry with this formula, charge and spin	355.6	kJ/mol
net charge	+1
highest occupied orbital energy (alpha / beta)	-0.5167 / -0.5168	hartree
E	-25559.538	eV

XYZ file:
```
23
C9H11ClNO ωB97M-V/def2-TZVPD
C -1.412 1.587 0.103
C -0.689 1.018 1.027
C -1.832 0.562 -0.949
C 0.558 -0.617 -0.271
C 0.310 -0.254 -1.537
C -1.811 -0.834 -0.238
C -0.585 -0.488 0.746
C 2.178 -0.121 1.653
C 1.992 -0.744 0.240
N -0.847 0.340 -1.982
O -1.035 0.427 -3.167
Cl 1.436 -0.437 -2.874
H -1.672 2.621 -0.049
H -0.368 1.504 1.915
H -2.797 0.876 -1.437
H -2.624 -1.197 0.404
H -1.630 -1.616 -0.908
H -0.685 -0.981 1.750
H 3.247 -0.140 2.099
H 1.549 -0.432 2.464
H 1.918 0.936 1.429
H 2.201 -1.790 0.248
H 2.600 -0.221 -0.666
```

---

7.
Entry from OMol25: a 8-piece molecular cluster, C14H34F6N3O13PS overall at a distorted geometry (ωB97M-V/def2-TZVPD).

multiplicity	1
Kohn-Sham gap	6.77	eV
ΔE to the lowest compared entry with this formula, charge and spin	0.0	kJ/mol
net charge	+2
highest occupied orbital energy	-0.5189	hartree
E	-82576.716	eV

XYZ file:
```
72
C14H34F6N3O13PS ωB97M-V/def2-TZVPD
N 1.206 2.792 1.324
H 1.729 2.626 2.191
H 0.900 1.860 0.992
H 1.866 3.177 0.654
H 0.406 3.402 1.500
N 5.517 -0.934 0.515
H 4.558 -0.855 0.885
H 5.598 -0.476 -0.392
H 5.802 -1.909 0.364
H 6.216 -0.535 1.150
N 2.286 1.155 -2.451
H 3.159 0.651 -2.298
H 2.361 2.034 -1.937
H 1.444 0.664 -2.121
H 2.263 1.395 -3.449
P 1.797 -0.867 0.850
F 2.852 -1.872 1.531
F 0.669 -1.990 0.940
F 1.236 -0.405 2.325
F 0.757 0.231 0.191
F 2.863 0.380 0.992
F 2.317 -1.253 -0.622
C 0.096 6.826 -2.742
C -0.730 5.559 -2.838
C -0.441 4.679 -4.079
O -0.271 3.366 -3.540
C -0.201 3.420 -2.202
O -0.022 2.441 -1.514
O -0.326 4.657 -1.761
H -0.347 7.586 -3.385
H 1.152 6.680 -2.955
H -0.002 7.203 -1.722
H -1.795 5.747 -2.739
H 0.448 4.958 -4.639
H -1.328 4.726 -4.708
C 1.893 -4.904 -0.569
C 0.396 -4.633 -0.624
C -0.145 -3.537 -1.557
O -0.999 -4.249 -2.435
C -1.182 -5.522 -2.027
O -1.962 -6.284 -2.484
O -0.312 -5.813 -1.030
H 2.442 -3.961 -0.685
H 2.242 -5.668 -1.257
H 2.196 -5.198 0.438
H 0.039 -4.490 0.398
H 0.653 -3.060 -2.127
H -0.752 -2.813 -1.019
C -2.967 1.074 1.505
C -2.984 0.836 0.015
C -2.067 -0.303 -0.456
O -2.931 -1.221 -1.117
C -4.220 -0.786 -1.045
O -5.150 -1.351 -1.503
O -4.281 0.374 -0.372
H -1.957 1.298 1.859
H -3.385 0.230 2.050
H -3.611 1.915 1.767
H -2.821 1.740 -0.577
H -1.525 -0.797 0.349
H -1.344 0.021 -1.207
C -1.779 -1.579 3.378
C -0.750 -2.339 4.239
O -1.451 -2.639 5.443
S -2.620 -1.566 5.754
O -2.149 -0.634 6.722
O -3.860 -2.250 5.913
O -2.561 -0.848 4.310
H -2.438 -2.187 2.755
H -1.249 -0.892 2.719
H 0.159 -1.761 4.374
H -0.603 -3.323 3.794
```

---

8.
Entry from OMol25: a 3-piece molecular cluster, C20H39O10 overall at a distorted geometry (ωB97M-V/def2-TZVPD).

multiplicity	1
Kohn-Sham gap	4.14	eV
net charge	-1
highest occupied orbital energy	-0.0665	hartree
E	-41845.025	eV

XYZ file:
```
69
C20H39O10 ωB97M-V/def2-TZVPD
C 4.069 -2.501 -0.536
C 3.027 -3.443 0.147
C 2.316 -4.364 -0.845
C 1.224 -3.670 -1.666
O 0.102 -3.407 -0.870
C -0.769 -2.446 -1.565
C -2.025 -3.234 -2.027
C -2.554 -4.082 -0.903
O -3.399 -3.664 -0.136
C -1.262 -1.420 -0.533
O -0.249 -0.909 0.330
C 0.846 -0.274 -0.288
C 0.526 0.855 -1.287
O 0.590 0.515 -2.654
C 1.817 0.846 -3.255
C 2.110 -0.169 -4.376
H 5.061 -2.605 -0.094
H 4.117 -2.739 -1.599
H 3.781 -1.460 -0.385
H 3.585 -4.067 0.852
H 2.340 -2.826 0.725
H 3.056 -4.763 -1.547
H 1.847 -5.184 -0.293
H 0.968 -4.316 -2.522
H 1.577 -2.735 -2.113
H -2.836 -2.560 -2.320
H -1.803 -3.854 -2.907
H -2.102 -5.074 -0.710
H -1.837 -0.621 -1.019
H -1.979 -1.909 0.156
H 1.384 0.216 0.536
H 1.558 -0.982 -0.724
H -0.449 1.266 -1.014
H 1.243 1.674 -1.131
H 2.651 0.843 -2.550
H 1.704 1.830 -3.733
H 2.635 -1.014 -3.925
H 1.181 -0.557 -4.789
H 2.738 0.263 -5.155
C -2.316 -2.815 2.852
C -1.171 -1.872 3.150
O -1.639 -0.647 3.757
C -1.906 -0.708 5.050
O -1.767 -1.659 5.777
O -2.351 0.497 5.439
C -2.726 0.560 6.810
H -3.070 -2.315 2.245
H -1.958 -3.686 2.305
H -2.801 -3.156 3.769
H -0.683 -1.574 2.222
H -0.419 -2.337 3.788
H -1.924 0.203 7.454
H -3.631 -0.023 6.981
H -2.926 1.605 7.034
C -1.135 4.625 0.949
C -1.776 4.951 -0.384
O -1.432 6.279 -0.818
C -0.228 6.404 -1.370
O 0.569 5.526 -1.556
O -0.058 7.690 -1.698
C 1.222 7.978 -2.258
H -1.381 5.391 1.687
H -1.482 3.659 1.314
H -0.050 4.589 0.863
H -2.860 4.943 -0.287
H -1.510 4.220 -1.146
H 1.441 7.318 -3.095
H 1.996 7.888 -1.497
H 1.185 9.005 -2.612
```